This record from the Open Molecules 2025 dataset describes a molecular structure, C8H16CoO5 in a non-equilibrium geometry. The level of theory is wB97M-V/def2-TZVPD.

DFT total energy	-2073.09087	Ha
LUMO level (alpha / beta)	-2.2 / -3.8	eV
max |F|	3.50	eV/A
<S²>	6.011
gap between HOMO and LUMO (alpha / beta)	0.331 / 0.360	Ha

The geometry in ORCA input format:
```
! wB97M-V def2-TZVPD RIJCOSX def2/J DEFGRID3
* xyz 1 5
C 3.122 0.171 0.336
H 3.855 -0.430 -0.214
H 3.541 0.135 1.351
H 3.275 1.110 -0.211
O 1.822 -0.672 0.472
C 1.583 -1.529 1.575
C 0.283 -2.248 1.296
O -0.680 -1.276 0.892
C -1.873 -1.782 0.302
C -2.598 -0.621 -0.333
O -1.650 0.092 -1.122
C -2.196 1.145 -1.908
Co 0.126 0.294 -0.108
H 1.537 -0.956 2.515
H 2.402 -2.259 1.659
H -0.073 -2.784 2.187
H 0.424 -2.958 0.466
H -2.501 -2.263 1.064
H -1.602 -2.524 -0.465
H -3.023 0.052 0.429
H -3.414 -0.991 -0.971
H -1.380 1.561 -2.508
H -2.981 0.743 -2.565
H -2.631 1.922 -1.260
O 1.207 1.317 -1.397
C 1.063 2.564 -1.127
C 0.415 2.915 0.090
O -0.110 2.004 0.806
H 1.674 3.301 -1.664
H 0.382 3.965 0.411
*
```

Charges per atom according to natural (NBO) partitioning, unit e: number 1, C, carries -0.2682; number 2, H, carries 0.2085; number 3, H, carries 0.2005; number 4, H, carries 0.2523; number 5, O, carries -0.6390; number 6, C, carries -0.0882; number 7, C, carries -0.0856; number 8, O, carries -0.5958; number 9, C, carries -0.0886; number 10, C, carries -0.0948; number 11, O, carries -0.6031; number 12, C, carries -0.2591; number 13, Co, carries 1.5372; number 14, H, carries 0.2005; number 15, H, carries 0.2146; number 16, H, carries 0.2183; number 17, H, carries 0.1973; number 18, H, carries 0.2165; number 19, H, carries 0.1973; number 20, H, carries 0.2042; number 21, H, carries 0.2159; number 22, H, carries 0.2216; number 23, H, carries 0.1998; number 24, H, carries 0.1965; number 25, O, carries -0.7270; number 26, C, carries 0.1466; number 27, C, carries 0.1885; number 28, O, carries -0.7232; number 29, H, carries 0.1789; number 30, H, carries 0.1775